No. 1
Formula: H19O10Y
Source: the Open Molecules 2025 dataset
Level of theory: wB97M-V/def2-TZVPD

Each line ends with the Löwdin spin population.
Cartesian coordinates (Å):
Y1 0.27714 -2.46186 0.51956  -0.001
O1 -0.30422 -0.51860 -0.29658  -0.002
H1 0.07023 0.37904 -0.38907  -0.002
O2 -0.62174 -1.50798 2.52541  0.000
H2 -0.70304 -1.82097 3.42634  0.000
H3 -0.99179 -0.62539 2.54366  0.000
O3 -2.77217 0.43045 0.23597  0.026
H4 -3.12587 0.64747 -0.62661  -0.001
H5 -1.83752 0.29068 0.08386  0.001
O4 1.98872 -1.04458 1.53007  0.000
H6 2.59519 -1.27200 2.23485  0.000
H7 1.80093 -0.11579 1.66543  0.000
O5 1.83696 -1.80409 -1.30007  0.000
H8 2.74174 -2.11646 -1.29511  0.000
H9 1.91030 -0.85830 -1.42788  0.000
O6 1.22740 2.91005 -0.53591  0.454
H10 1.02354 2.57611 -1.40950  0.002
H11 0.39503 3.25172 -0.20933  -0.001
O7 -1.99228 -2.91725 -0.15024  0.000
H12 -2.36024 -3.16799 -0.99757  0.000
H13 -2.72463 -2.52062 0.32153  0.000
O8 2.12918 1.63634 1.94677  0.026
H14 2.02356 2.08868 1.10983  -0.003
H15 1.84589 2.27426 2.60177  0.000
O9 -0.14259 -0.60776 -3.37221  0.087
H16 0.76438 -0.30617 -3.42394  0.001
H17 -0.38720 -0.47671 -2.45612  0.000
O10 -1.39253 2.79416 -0.69163  0.407
H18 -1.51421 2.93891 -1.62997  0.003
H19 -1.76019 1.92469 -0.53327  0.001

- charge = +3
- spin multiplicity = 2
- frontier orbital gap (alpha / beta) (eV) = 10.13 / 3.16
- total energy (a.u.) = -801.02170

***

No. 2
Formula: C3H10OS
Source: the Open Molecules 2025 dataset
Level of theory: wB97M-V/def2-TZVPD

Each line ends with the Mulliken charge.
Cartesian coordinates (Å):
C1 0.66518 -1.61057 1.72232  -0.474
S1 -1.10152 -2.04806 2.35546  -0.187
H1 1.27542 -1.31922 2.59089  0.294
H2 0.58202 -0.69388 1.21806  -0.020
H3 1.26770 -2.37683 1.11118  0.275
H4 -0.76244 -3.26530 2.72881  0.111
C2 0.14151 1.47399 -1.94886  0.074
O1 -0.09350 2.80824 -1.40568  -0.561
C3 1.27128 1.51741 -2.94542  -0.911
H5 -0.77244 1.14136 -2.37519  0.304
H6 0.23273 0.89004 -0.99078  -0.057
H7 -0.71596 3.30969 -2.00949  0.292
H8 0.91175 1.36115 -3.99162  0.268
H9 1.95008 0.61558 -2.77424  0.255
H10 1.93561 2.35542 -2.91782  0.336

- charge = 0
- frontier orbital gap (eV) = 9.97
- SMILES = CCO.CS
- total energy (a.u.) = -593.67088

***

What is the formula in the second record?
C3H10OS

***

Among the records above, which one has the highest total energy?
C3H10OS